[1]
# CH10N3

A cluster of 2 separate species, CH10N3 in total in a non-equilibrium geometry (the ωB97M-V functional and the def2-TZVPD basis, the OMol25 dataset).

Results
* highest occupied orbital energy: -13.43 eV
* relative energy (zero: lowest compared OMol25 entry of this formula, charge and spin): 66.9 kJ/mol
* F_max: 2.041 eV/A

Geometry as ORCA input:
```
! RIJCOSX wB97M-V def2-TZVPD def2/J DEFGRID3
* xyz 1 1
N -1.863 0.336 -0.638
H -0.889 0.756 -0.192
H -1.886 -0.639 -0.959
H -2.357 0.768 -1.420
H -2.540 0.280 0.131
N 0.507 0.997 0.408
C 1.319 -0.253 0.624
N 0.772 -1.428 -0.001
H 0.616 1.734 1.096
H 0.846 1.426 -0.452
H 1.351 -0.329 1.708
H 2.313 -0.002 0.258
H 0.563 -1.428 -0.978
H 1.249 -2.218 0.415
*
```

[2]
# CH10N3

A cluster of 2 separate species, CH10N3 in total in a non-equilibrium geometry (the ωB97M-V functional and the def2-TZVPD basis, the OMol25 dataset).

Results
* highest occupied orbital energy: -13.41 eV
* relative energy (zero: lowest compared OMol25 entry of this formula, charge and spin): 87.6 kJ/mol
* F_max: 4.407 eV/A

Geometry as ORCA input:
```
! RIJCOSX wB97M-V def2-TZVPD def2/J DEFGRID3
* xyz 1 1
N 0.600 -0.916 1.734
H 1.232 -1.560 2.220
H 0.075 -1.202 0.679
H 1.196 -0.079 1.550
H -0.060 -0.557 2.469
N -0.262 1.492 -0.085
C -0.278 0.519 -1.189
N -0.154 -0.917 -0.771
H 0.029 2.408 -0.367
H -1.009 1.373 0.584
H 0.336 0.811 -2.035
H -1.362 0.594 -1.447
H -0.848 -1.398 -1.335
H 0.774 -1.135 -1.165
*
```

[3]
# CH10N3

A cluster of 2 separate species, CH10N3 in total in a non-equilibrium geometry (the ωB97M-V functional and the def2-TZVPD basis, the OMol25 dataset).

Results
* highest occupied orbital energy (spin up / spin down): -19.97 / -19.97 eV
* relative energy (zero: lowest compared OMol25 entry of this formula, charge and spin): 171.4 kJ/mol
* F_max: 3.677 eV/A

Geometry as ORCA input:
```
! RIJCOSX wB97M-V def2-TZVPD def2/J DEFGRID3
* xyz 2 2
N 1.230 0.488 1.948
H 0.322 -0.116 0.718
H 1.293 1.360 2.550
H 1.216 -0.219 2.817
H 2.176 0.427 1.452
N -0.212 0.662 -1.751
C -0.613 -0.586 -1.122
N -0.694 -0.594 0.449
H -0.165 1.080 -2.695
H 0.479 1.192 -1.192
H -1.570 -0.784 -1.537
H 0.064 -1.466 -1.394
H -0.788 -1.571 0.707
H -1.627 -0.270 0.781
*
```

[4]
# CH10N3O2

A cluster of 3 separate species, CH10N3O2 in total in a non-equilibrium geometry (the ωB97M-V functional and the def2-TZVPD basis, the OMol25 dataset).

Results
* highest occupied orbital energy: -14.87 eV
* relative energy (zero: lowest compared OMol25 entry of this formula, charge and spin): 52.2 kJ/mol
* F_max: 2.109 eV/A

Geometry as ORCA input:
```
! RIJCOSX wB97M-V def2-TZVPD def2/J DEFGRID3
* xyz 1 1
N -0.287 -0.152 1.214
C -1.164 0.694 0.684
N -1.071 0.927 -0.650
N -2.126 1.293 1.400
H 0.692 -0.184 0.800
H -0.454 -0.276 2.201
H -1.635 1.674 -1.013
H -0.247 0.535 -1.070
H -2.200 0.937 2.337
H -2.539 2.102 0.974
H 1.911 -0.858 -0.738
H 2.921 0.007 -0.030
O 1.962 -0.069 -0.145
H 1.970 -2.195 -2.862
H 1.650 -3.028 -1.668
O 1.728 -2.107 -1.932
*
```

[5]
# CH10N3O2

A cluster of 3 separate species, CH10N3O2 in total in a non-equilibrium geometry (the ωB97M-V functional and the def2-TZVPD basis, the OMol25 dataset).

Results
* highest occupied orbital energy: -15.03 eV
* relative energy (zero: lowest compared OMol25 entry of this formula, charge and spin): 40.8 kJ/mol
* F_max: 1.644 eV/A

Geometry as ORCA input:
```
! RIJCOSX wB97M-V def2-TZVPD def2/J DEFGRID3
* xyz 1 1
N -1.608 0.568 0.460
C -1.484 -0.546 1.172
N -0.281 -1.108 1.180
N -2.435 -1.032 1.966
H -0.775 0.796 -0.073
H -2.500 0.973 0.281
H 0.047 -1.661 1.949
H 0.373 -0.888 0.447
H -2.385 -2.018 2.159
H -3.348 -0.613 1.902
H 1.786 0.222 -1.157
H 1.445 1.648 -0.878
O 1.204 0.750 -0.597
H 2.773 1.384 -3.368
H 4.056 0.665 -2.776
O 3.133 0.860 -2.666
*
```

[6]
# CH10NO4

A cluster of 4 separate species, CH10NO4 in total (the ωB97M-V functional and the def2-TZVPD basis, the OMol25 dataset).

Results
* highest occupied orbital energy: -4.45 eV
* relative energy (zero: lowest compared OMol25 entry of this formula, charge and spin): 45.0 kJ/mol
* F_max: 0.844 eV/A

Geometry as ORCA input:
```
! RIJCOSX wB97M-V def2-TZVPD def2/J DEFGRID3
* xyz -1 1
N -0.572 0.840 1.870
C -0.367 -0.034 0.677
O 0.915 -0.005 0.217
H -1.551 0.828 2.121
H -0.347 1.785 1.577
H -1.052 0.324 -0.112
H -0.670 -1.061 0.962
H 0.952 -1.549 -1.870
H 0.700 -0.256 -1.092
O 0.486 -0.734 -2.086
H -2.402 -1.961 -1.994
H -1.230 -1.147 -2.511
O -1.975 -1.717 -2.820
H 2.061 0.848 1.461
H 2.328 2.356 1.803
O 2.725 1.483 1.798
*
```

[7]
# CH10NO6

A cluster of 5 separate species, CH10NO6 in total in a non-equilibrium geometry (the ωB97M-V functional and the def2-TZVPD basis, the OMol25 dataset).

Results
* highest occupied orbital energy: -5.85 eV
* relative energy (zero: lowest compared OMol25 entry of this formula, charge and spin): 95.4 kJ/mol
* F_max: 3.862 eV/A

Geometry as ORCA input:
```
! RIJCOSX wB97M-V def2-TZVPD def2/J DEFGRID3
* xyz -1 1
N -0.264 -1.630 1.603
C 0.079 -0.368 1.077
O -0.414 0.641 1.738
O 1.002 -0.284 0.216
H -0.932 -1.611 2.334
H -0.072 -2.402 0.991
H 1.494 0.078 -1.359
H 1.085 -0.138 -2.759
O 1.673 0.384 -2.245
H -2.317 1.649 0.353
H -1.768 0.651 -0.598
O -2.670 1.035 -0.276
H 0.671 -1.499 -0.842
H 1.704 -2.530 -0.986
O 0.778 -2.314 -1.391
H -0.314 2.097 1.046
H 0.537 3.181 0.311
O -0.271 3.059 0.787
*
```

[8]
# CH10O3S

A cluster of 4 separate species, CH10O3S in total in a non-equilibrium geometry (the ωB97M-V functional and the def2-TZVPD basis, the OMol25 dataset).

Results
* highest occupied orbital energy: -8.84 eV
* relative energy (zero: lowest compared OMol25 entry of this formula, charge and spin): 36.2 kJ/mol
* SMILES: CS.O.O.O
* F_max: 1.753 eV/A

Geometry as ORCA input:
```
! RIJCOSX wB97M-V def2-TZVPD def2/J DEFGRID3
* xyz 0 1
C -2.696 -1.465 0.604
S -0.944 -1.481 0.461
H -2.920 -2.193 1.396
H -3.279 -1.856 -0.229
H -3.113 -0.542 1.007
H -0.720 -0.547 -0.512
H 1.194 2.069 -1.732
H -0.334 1.975 -1.838
O 0.405 1.965 -1.214
H 3.530 -0.949 -0.203
H 2.231 -0.170 -0.308
O 2.801 -0.756 -0.835
H 1.112 1.319 1.917
H 1.160 1.539 0.369
O 1.572 1.091 1.118
*
```

[9]
# CH10O4

A cluster of 4 separate species, CH10O4 in total in a non-equilibrium geometry (the ωB97M-V functional and the def2-TZVPD basis, the OMol25 dataset).

Results
* highest occupied orbital energy: -10.67 eV
* relative energy (zero: lowest compared OMol25 entry of this formula, charge and spin): 101.5 kJ/mol
* SMILES: CO.O.O.O
* F_max: 2.505 eV/A

Geometry as ORCA input:
```
! RIJCOSX wB97M-V def2-TZVPD def2/J DEFGRID3
* xyz 0 1
C 0.369 -2.187 -1.639
O 0.035 -1.786 -0.347
H 0.846 -1.458 -2.310
H 1.195 -2.914 -1.505
H -0.455 -2.614 -2.279
H -0.783 -2.130 0.007
H 0.157 1.852 0.912
H -0.729 2.851 0.272
O -0.231 2.731 1.089
H -2.345 1.604 0.634
H -2.348 0.089 0.906
O -2.034 0.759 0.288
H 2.508 0.420 1.207
H 1.505 -0.535 0.348
O 2.004 0.284 0.400
*
```

[10]
# CH10O6

A cluster of 5 separate species, CH10O6 in total in a non-equilibrium geometry (the ωB97M-V functional and the def2-TZVPD basis, the OMol25 dataset).

Results
* highest occupied orbital energy: -10.53 eV
* relative energy (zero: lowest compared OMol25 entry of this formula, charge and spin): 54.9 kJ/mol
* SMILES: O=CO.O.O.O.O
* F_max: 1.298 eV/A

Geometry as ORCA input:
```
! RIJCOSX wB97M-V def2-TZVPD def2/J DEFGRID3
* xyz 0 1
O 2.649 1.474 1.106
C 1.944 0.596 1.495
O 0.621 0.750 1.632
H 2.295 -0.394 1.802
H 0.176 -0.119 1.652
H 0.269 -0.919 -2.052
H 1.772 -1.293 -1.924
O 0.909 -1.401 -1.524
H -2.390 0.074 -2.350
H -1.509 0.555 -1.342
O -1.439 0.069 -2.186
H -1.558 2.458 1.048
H -0.615 2.036 -0.006
O -1.562 2.143 0.137
H -0.817 -2.564 1.261
H -0.371 -1.742 0.140
O -0.375 -1.724 1.113
*
```

[11]
# CH11N2O3

A cluster of 4 separate species, CH11N2O3 in total in a non-equilibrium geometry (the ωB97M-V functional and the def2-TZVPD basis, the OMol25 dataset).

Results
* highest occupied orbital energy: -14.79 eV
* relative energy (zero: lowest compared OMol25 entry of this formula, charge and spin): 75.2 kJ/mol
* F_max: 2.593 eV/A

Geometry as ORCA input:
```
! RIJCOSX wB97M-V def2-TZVPD def2/J DEFGRID3
* xyz 1 1
N 0.067 0.221 0.181
C -1.062 -0.394 0.092
N -1.639 -0.541 -1.092
H 0.520 0.745 -0.578
H 0.686 0.411 0.982
H -1.564 -0.715 0.990
H -2.477 -1.105 -1.155
H -1.270 -0.270 -1.998
H 0.743 -3.213 2.399
H 1.476 -2.099 2.984
O 0.666 -2.249 2.454
H 0.854 -0.116 -2.850
H 0.237 0.875 -3.819
O 0.166 0.562 -2.907
H 0.491 2.860 0.949
H 1.613 2.738 1.951
O 1.197 2.259 1.223
*
```

[12]
# CH11N2O3

A cluster of 4 separate species, CH11N2O3 in total in a non-equilibrium geometry (the ωB97M-V functional and the def2-TZVPD basis, the OMol25 dataset).

Results
* highest occupied orbital energy: -14.32 eV
* relative energy (zero: lowest compared OMol25 entry of this formula, charge and spin): 74.0 kJ/mol
* F_max: 1.833 eV/A

Geometry as ORCA input:
```
! RIJCOSX wB97M-V def2-TZVPD def2/J DEFGRID3
* xyz 1 1
N -1.126 -0.050 -0.992
C -1.765 1.048 -0.634
N -1.364 1.754 0.389
H -0.589 -0.448 -0.214
H -1.616 -0.677 -1.609
H -2.451 1.512 -1.334
H -1.719 2.672 0.627
H -0.616 1.386 0.935
H 1.610 -2.366 -3.809
H 1.495 -1.074 -3.015
O 1.035 -1.877 -3.247
H 0.998 -1.786 1.072
H 0.985 -0.413 1.743
O 0.538 -0.941 1.043
H 1.659 0.138 3.947
H 1.674 1.427 3.131
O 1.804 0.488 3.062
*
```